2 unconnected molecules or ions with the total composition C4H11NO at a distorted geometry. Source: OMol25; level of theory: ωB97M-V/def2-TZVPD.

The geometry in XYZ format:
```
17
Properties=species:S:1:pos:R:3:forces:R:3
C 0.172428 0.572952 -1.256143 -0.416 0.004 -0.116
C 0.042662 0.775164 0.219103 -0.507 -0.014 0.606
C -0.748246 2.002930 0.656518 0.829 -0.149 -0.362
C 0.393201 -0.143134 1.121412 0.907 0.450 -0.836
N 1.135965 -1.332474 0.809861 -0.163 0.256 0.511
H 0.598499 1.426552 -1.785434 0.301 -0.005 0.168
H -0.846316 0.493414 -1.651737 0.031 -0.130 -0.097
H 0.679082 -0.351073 -1.517673 0.125 0.075 -0.146
H -0.804040 2.680985 -0.193917 -0.452 -0.002 -0.041
H -0.225052 2.584551 1.416563 -0.101 -0.222 0.260
H -1.730697 1.702975 1.007372 -0.205 0.279 -0.028
H 0.224891 0.032413 2.174048 -0.184 -0.113 0.113
H 1.595317 -1.617485 1.659430 0.037 -0.416 0.126
H 1.885008 -1.166784 0.147161 -0.234 0.098 -0.181
O -0.965751 -2.366028 -1.268128 0.249 -0.775 0.638
H -0.809815 -3.311875 -1.084378 -0.231 0.502 -0.403
H -0.597135 -1.983082 -0.454059 0.016 0.163 -0.213
```
Positions in Å, forces in eV/Å.

LUMO energy   0.903 eV
2S+1   1
Molar mass   89.14 g mol⁻¹
Total energy   -7863.4897 eV
Orbital gap   9.11 eV
HOMO level   -8.2 eV
ΔE to the lowest compared entry with this formula, charge and spin   24.5 kcal per mole
Structure (SMILES)   CC(C)=CN.O

These are the natural (NBO) partial charges, in e, on atoms 1 to 2: number 1, C, carries -0.6545; number 2, C, carries -0.0420

=====

2 unconnected molecules or ions with the total composition C4H11NO at a distorted geometry. Source: OMol25; level of theory: ωB97M-V/def2-TZVPD.

The geometry in XYZ format:
```
17
Properties=species:S:1:pos:R:3:forces:R:3
C -0.260303 0.634300 2.602537 -0.533 0.216 1.061
C 0.917798 0.167592 1.802112 -0.414 0.085 0.017
N 1.304121 0.996256 0.800500 0.877 0.222 -0.870
O 1.431970 -0.909806 2.020159 0.197 0.076 -0.228
H -0.473248 1.702029 2.647683 0.301 0.106 -0.401
H -0.139664 0.318806 3.640241 0.150 -0.131 -0.115
H -1.169198 0.148901 2.259787 -0.037 -0.169 -0.272
H 1.989870 0.689509 0.123294 -0.001 -0.280 0.416
H 0.903490 1.883396 0.556408 -0.425 -0.064 0.526
C -0.313833 -1.203750 -2.615098 -0.562 0.014 1.128
C -0.784927 -0.193511 -1.558621 0.080 0.089 0.024
H -1.079805 -1.974846 -2.671628 -0.279 0.110 -0.567
H -0.150439 -0.713425 -3.565371 0.252 -0.280 -0.256
H 0.528951 -1.782686 -2.238099 0.463 0.412 -0.293
H -0.049816 0.545200 -1.259604 0.457 -0.126 -0.184
H -1.036595 -0.735537 -0.645230 -0.279 0.172 -0.001
H -1.618372 0.427573 -1.899071 -0.247 -0.451 0.015
```
Positions in Å, forces in eV/Å.

LUMO energy   0.822 eV
2S+1   1
Molar mass   89.14 g mol⁻¹
Total energy   -7864.2780 eV
Orbital gap   10.71 eV
HOMO level   -9.9 eV
ΔE to the lowest compared entry with this formula, charge and spin   6.4 kcal per mole
Structure (SMILES)   CC(N)=O.CC

These are the natural (NBO) partial charges, in e, on atoms 1 to 2: number 1, C, carries -0.7218; number 2, C, carries 0.6695

=====

2 unconnected molecules or ions with the total composition C4H11NO at a distorted geometry. Source: OMol25; level of theory: ωB97M-V/def2-TZVPD.

The geometry in XYZ format:
```
17
Properties=species:S:1:pos:R:3:forces:R:3
C 1.132373 2.283249 0.950032 -0.622 -2.344 1.270
C 2.024421 1.357928 1.304771 2.133 1.368 -0.999
O 1.860840 0.051032 1.610732 0.067 0.365 -0.094
H 1.393519 3.322444 0.927222 -0.209 0.150 -0.405
H 0.136343 1.820449 0.998202 -0.274 1.226 -0.325
H 3.088632 1.609814 1.244076 -0.194 -0.188 0.307
H 0.974610 -0.009697 1.944082 -0.903 -0.558 0.267
C -0.852664 -0.331175 -1.823979 -0.119 -0.574 -0.837
N -1.724843 -0.795102 -0.766370 -0.307 0.051 0.634
C -1.058338 -1.701943 0.179847 0.482 0.617 -1.695
H 0.026321 0.216217 -1.484046 -0.165 0.063 0.328
H -0.486855 -1.151668 -2.477900 0.083 0.096 0.278
H -1.444495 0.303977 -2.478160 0.100 0.298 -0.023
H -2.509162 -1.265578 -1.200423 -0.051 0.043 0.122
H -0.649572 -2.541135 -0.399386 0.040 -0.379 0.430
H -1.722803 -2.044199 0.965674 0.092 0.137 0.140
H -0.188326 -1.124613 0.505625 -0.152 -0.370 0.602
```
Positions in Å, forces in eV/Å.

LUMO energy   1.035 eV
2S+1   1
Molar mass   89.14 g mol⁻¹
Total energy   -7862.1906 eV
Orbital gap   9.81 eV
HOMO level   -8.8 eV
ΔE to the lowest compared entry with this formula, charge and spin   54.5 kcal per mole
Structure (SMILES)   C=CO.CNC

These are the natural (NBO) partial charges, in e, on atoms 1 to 2: number 1, C, carries -0.5516; number 2, C, carries 0.1647

=====

2 unconnected molecules or ions with the total composition C4H11NO at a distorted geometry. Source: OMol25; level of theory: ωB97M-V/def2-TZVPD.

The geometry in XYZ format:
```
17
Properties=species:S:1:pos:R:3:forces:R:3
C -1.209475 0.609967 -0.468607 0.323 1.800 0.504
C -0.499251 -0.528208 -1.192202 -1.362 0.132 -0.590
C 0.952189 -0.519769 -0.726918 0.045 0.043 -1.119
N 1.052461 0.436520 0.384486 0.311 0.043 -0.370
C -0.210815 1.205312 0.554221 0.855 -1.090 -0.529
H -1.402081 1.430186 -1.164531 -0.164 -0.159 -0.136
H -2.156035 0.449208 0.034596 -0.132 -0.719 -0.137
H -0.555326 -0.311744 -2.257947 0.224 0.044 -0.117
H -1.120985 -1.421826 -1.122385 0.708 -0.423 0.555
H 1.571672 -0.173683 -1.562043 -0.002 -0.013 0.028
H 1.309570 -1.536940 -0.539379 -0.018 0.144 0.586
H 1.811739 1.076094 0.202295 0.109 -0.145 0.144
H -0.045311 2.261915 0.354694 0.004 0.081 0.254
H -0.443348 1.030181 1.589157 -0.840 0.379 0.420
O 0.309144 -1.733503 1.997722 0.141 -0.138 -0.346
H -0.158585 -1.108602 2.554862 0.001 0.039 0.095
H 0.794437 -1.165109 1.361978 -0.204 -0.017 0.758
```
Positions in Å, forces in eV/Å.

LUMO energy   0.850 eV
2S+1   1
Molar mass   89.14 g mol⁻¹
Total energy   -7863.3479 eV
Orbital gap   10.03 eV
HOMO level   -9.2 eV
ΔE to the lowest compared entry with this formula, charge and spin   27.8 kcal per mole
Structure (SMILES)   C1CCNC1.O

These are the natural (NBO) partial charges, in e, on atoms 1 to 2: number 1, C, carries -0.4189; number 2, C, carries -0.4293

=====

2 unconnected molecules or ions with the total composition C4H11NO at a distorted geometry. Source: OMol25; level of theory: ωB97M-V/def2-TZVPD.

The geometry in XYZ format:
```
17
Properties=species:S:1:pos:R:3:forces:R:3
C -0.062856 -1.954143 0.993116 0.963 0.752 -0.049
C 0.025209 -0.537912 0.493724 0.182 1.746 0.411
C 0.782281 0.430673 1.033654 -0.565 -0.399 1.048
N 0.868205 1.818417 0.756987 0.011 -1.118 -0.556
C 0.251001 2.321454 -0.469860 0.714 0.550 0.097
H -1.067276 -2.371668 1.009119 0.093 -0.158 -0.580
H 0.694579 -2.436460 0.361305 -0.709 -0.975 0.211
H 0.283341 -2.031074 2.027171 0.140 0.164 -0.087
H -0.516685 -0.184581 -0.367852 -0.379 -0.479 -0.269
H 1.296906 0.199962 1.972025 0.177 -0.012 -0.307
H 1.852038 2.037100 0.797607 0.039 0.524 0.106
H 0.900763 2.248615 -1.353806 -0.163 -0.408 0.063
H -0.685545 1.813357 -0.650008 -0.212 0.057 -0.044
H 0.078180 3.394599 -0.350409 -0.254 -0.145 0.076
O -1.761970 -1.477034 -2.416677 0.115 -0.540 0.419
H -1.735973 -2.349318 -1.978430 -0.032 0.619 -0.335
H -1.202191 -0.921989 -1.857674 -0.121 -0.176 -0.203
```
Positions in Å, forces in eV/Å.

LUMO energy   0.911 eV
2S+1   1
Molar mass   89.14 g mol⁻¹
Total energy   -7862.7917 eV
Orbital gap   9.18 eV
HOMO level   -8.3 eV
ΔE to the lowest compared entry with this formula, charge and spin   40.6 kcal per mole
Structure (SMILES)   C/C=C/NC.O

These are the natural (NBO) partial charges, in e, on atoms 1 to 2: number 1, C, carries -0.6435; number 2, C, carries -0.2886

=====

2 unconnected molecules or ions with the total composition C4H11NO at a distorted geometry. Source: OMol25; level of theory: ωB97M-V/def2-TZVPD.

The geometry in XYZ format:
```
17
Properties=species:S:1:pos:R:3:forces:R:3
C 2.718774 -0.787017 1.217094 0.467 -0.326 -0.566
C 1.328252 -0.374503 0.844534 -0.173 0.358 -0.631
N 1.240767 0.791537 0.123670 0.222 -0.153 0.280
O 0.333452 -0.972892 1.184469 -0.166 -0.128 0.362
H 3.424141 -0.757614 0.386976 -0.129 0.344 -0.315
H 2.737878 -1.829541 1.515615 -0.160 0.129 0.615
H 3.091450 -0.071416 1.944515 0.071 -0.288 0.387
H 0.331164 1.204178 0.032986 -0.042 -0.057 -0.312
H 1.999611 1.119430 -0.446297 -0.014 0.121 0.176
C -2.269841 1.222690 -1.368672 -0.571 -1.418 0.615
C -2.906801 -0.202254 -1.423406 0.026 0.326 -0.199
H -1.538309 1.257435 -0.566276 0.211 0.036 -0.122
H -1.811087 1.427106 -2.329804 -0.044 0.600 0.097
H -3.065355 1.888578 -1.045796 0.198 0.560 -0.559
H -2.446694 -0.915787 -0.735592 0.055 0.102 -0.209
H -2.893085 -0.593519 -2.444524 0.223 -0.119 0.184
H -3.959985 -0.132430 -1.173756 -0.173 -0.087 0.198
```
Positions in Å, forces in eV/Å.

LUMO energy   0.891 eV
2S+1   1
Molar mass   89.14 g mol⁻¹
Total energy   -7864.1639 eV
Orbital gap   10.76 eV
HOMO level   -9.9 eV
ΔE to the lowest compared entry with this formula, charge and spin   9.0 kcal per mole
Structure (SMILES)   CC(N)=O.CC

These are the natural (NBO) partial charges, in e, on atoms 1 to 2: number 1, C, carries -0.7189; number 2, C, carries 0.6736